# 1
An isolated molecule of C6H10O at a distorted geometry, computed with ωB97M-V/def2-TZVPD.

Each line ends with the Mulliken charge.
CARTESIAN COORDINATES (ANGSTROEM)
C (1.606, -0.087, 0.785)  -1.5916
C (0.128, 0.075, 0.525)  1.3734
O (-0.369, 0.534, 1.782)  -0.5443
C (-0.678, -1.166, 0.030)  -1.0450
C (-1.452, -0.649, -1.159)  -0.3433
C (-1.084, 0.580, -1.512)  -0.4077
C (-0.001, 1.121, -0.629)  -0.9920
H (2.030, 0.922, 0.859)  0.4028
H (2.112, -0.633, -0.020)  0.3942
H (1.709, -0.530, 1.826)  0.3810
H (0.298, 0.152, 2.403)  0.3044
H (-0.021, -1.997, -0.264)  0.2844
H (-1.337, -1.544, 0.822)  0.3006
H (-2.217, -1.231, -1.666)  0.4044
H (-1.469, 1.132, -2.364)  0.4145
H (-0.191, 2.111, -0.205)  0.3448
H (0.935, 1.210, -1.214)  0.3197

Values from the calculation:
- Frontier orbital gap: 10.183 eV
- SMILES: CC1(O)CC=CC1
- Energy above the lowest of the compared OMol25 structures with the same formula, charge and spin: 11.6 kcal/mol
- M: 98.14 g mol⁻¹
- Energy: -8430.737 eV
- Total charge: 0

# 2
An isolated molecule of C6H10O, computed with ωB97M-V/def2-TZVPD.

Each line ends with the Mulliken charge.
CARTESIAN COORDINATES (ANGSTROEM)
O (1.682, 1.014, 0.776)  -0.5655
C (1.353, 0.888, -0.593)  -0.5081
C (-0.126, 1.167, -0.895)  -0.3857
C (-1.095, 0.545, 0.116)  -0.9247
C (-1.123, -0.985, 0.178)  -0.0459
C (0.114, -1.841, 0.158)  -0.5054
C (-0.479, -1.749, 1.305)  -0.5432
H (1.308, 0.246, 1.232)  0.3551
H (1.979, 1.617, -1.116)  0.3679
H (1.640, -0.103, -0.973)  0.1668
H (-0.281, 2.253, -0.895)  0.3429
H (-0.352, 0.808, -1.909)  0.3068
H (-2.112, 0.895, -0.107)  0.4076
H (-0.843, 0.951, 1.104)  0.3485
H (-2.024, -1.419, -0.267)  0.4023
H (0.899, -2.251, -0.460)  0.4078
H (-0.541, -2.037, 2.345)  0.3726

Values from the calculation:
- Frontier orbital gap: 10.699 eV
- SMILES: OCCCC1C=C1
- Energy above the lowest of the compared OMol25 structures with the same formula, charge and spin: 58.5 kcal/mol
- M: 98.14 g mol⁻¹
- Energy: -8428.704 eV
- Total charge: 0

# 3
An isolated molecule of C6H10O at a distorted geometry, computed with ωB97M-V/def2-TZVPD.

Each line ends with the Mulliken charge.
CARTESIAN COORDINATES (ANGSTROEM)
C (-2.590, -0.482, -0.699)  -1.0128
C (-2.036, 0.012, 0.654)  -0.5291
C (-0.690, 0.653, 0.547)  -0.3288
C (0.444, -0.079, 0.511)  -0.0905
C (1.703, 0.570, 0.119)  -0.2679
C (2.861, -0.066, 0.068)  -0.2712
O (4.043, 0.583, -0.218)  -0.5047
H (-2.893, -1.518, -0.568)  0.2985
H (-3.318, 0.161, -1.190)  0.3204
H (-1.791, -0.628, -1.463)  0.3119
H (-2.718, 0.594, 1.290)  0.3961
H (-1.886, -0.861, 1.314)  0.2686
H (-0.684, 1.620, 0.032)  0.2428
H (0.380, -1.195, 0.534)  0.2637
H (1.568, 1.608, -0.109)  0.2906
H (3.027, -1.149, 0.075)  0.2893
H (4.581, 0.177, -0.897)  0.3230

Values from the calculation:
- Frontier orbital gap: 9.007 eV
- SMILES: CC/C=C/C=C/O
- Energy above the lowest of the compared OMol25 structures with the same formula, charge and spin: 36.0 kcal/mol
- M: 98.14 g mol⁻¹
- Energy: -8429.681 eV
- Total charge: 0

# 4
An isolated molecule of C6H10O2 at a distorted geometry, computed with ωB97M-V/def2-TZVPD.

Each line ends with the Mulliken charge.
CARTESIAN COORDINATES (ANGSTROEM)
C (0.062, 0.193, 0.647)  0.6020
C (0.644, -1.015, 1.260)  -1.4112
C (-1.330, -0.630, -1.049)  -1.3324
C (-0.261, 1.381, 1.445)  -1.2356
C (-0.059, 0.356, -0.774)  1.2919
C (1.169, -0.109, -1.702)  -0.1937
O (-0.150, 1.525, -1.357)  -0.8265
O (2.242, -0.426, -1.265)  -0.4942
H (0.920, -0.114, -2.781)  0.3510
H (0.577, 2.085, 1.320)  0.2960
H (0.234, -1.218, 2.250)  0.4760
H (1.720, -0.811, 1.371)  0.3082
H (0.586, -1.890, 0.615)  0.3147
H (-1.181, -1.670, -0.766)  0.3882
H (-1.444, -0.541, -2.129)  0.3822
H (-2.212, -0.210, -0.569)  0.3283
H (-0.425, 1.172, 2.500)  0.4086
H (-1.092, 1.922, 0.982)  0.3467

Values from the calculation:
- Frontier orbital gap (spin up / spin down): 7.075 / 7.079 eV
- Energy above the lowest of the compared OMol25 structures with the same formula, charge and spin: 84.4 kcal/mol
- M: 114.14 g mol⁻¹
- Energy: -10475.512 eV
- Total charge: 0

# 5
A 2-piece molecular cluster, C6H10O2 overall at a distorted geometry, computed with ωB97M-V/def2-TZVPD.

Each line ends with the Mulliken charge.
CARTESIAN COORDINATES (ANGSTROEM)
C (-1.480, -0.826, -1.678)  -1.0263
C (-1.280, -0.075, -0.596)  0.6549
O (-1.159, 1.280, -0.614)  -0.4380
C (-1.170, -0.695, 0.760)  0.6045
C (-0.924, 0.273, 1.879)  -1.0193
O (-1.268, -1.890, 0.914)  -0.5810
H (-1.564, -1.892, -1.573)  0.3099
H (-1.562, -0.410, -2.669)  0.2822
H (-1.242, 1.599, -1.521)  0.3043
H (-1.681, 1.053, 1.862)  0.3347
H (0.043, 0.749, 1.728)  0.2239
H (-0.934, -0.248, 2.832)  0.3348
C (2.384, -0.473, -0.142)  -0.3743
C (2.354, 0.834, -0.299)  -0.4296
H (1.487, -1.061, -0.041)  0.1381
H (3.312, -1.020, -0.106)  0.2445
H (1.429, 1.386, -0.336)  0.1899
H (3.255, 1.417, -0.399)  0.2467

Values from the calculation:
- Frontier orbital gap: 9.937 eV
- SMILES: C=C(O)C(C)=O.C=C
- Energy above the lowest of the compared OMol25 structures with the same formula, charge and spin: 39.4 kcal/mol
- M: 114.14 g mol⁻¹
- Energy: -10477.462 eV
- Total charge: 0

# 6
An isolated molecule of C6H10O2 at a distorted geometry, computed with ωB97M-V/def2-TZVPD.

Each line ends with the Mulliken charge.
CARTESIAN COORDINATES (ANGSTROEM)
C (-1.828, 1.597, -0.444)  -1.2589
C (-1.175, 0.450, 0.288)  0.5653
O (-1.819, -0.238, 1.078)  -0.5783
C (0.295, 0.224, 0.066)  0.4245
C (1.114, 1.470, -0.127)  -1.3719
C (0.838, -1.009, 0.113)  0.8093
C (0.111, -2.314, 0.298)  -1.4715
O (2.213, -1.142, -0.039)  -0.5375
H (-2.906, 1.419, -0.510)  0.3671
H (-1.442, 1.680, -1.463)  0.3456
H (-1.653, 2.527, 0.104)  0.2975
H (0.939, 1.893, -1.121)  0.2923
H (2.190, 1.292, -0.033)  0.3560
H (0.852, 2.222, 0.625)  0.3192
H (0.284, -2.698, 1.308)  0.3336
H (0.492, -3.055, -0.415)  0.4452
H (-0.965, -2.250, 0.125)  0.3440
H (2.460, -2.065, 0.148)  0.3185

Values from the calculation:
- Frontier orbital gap: 9.482 eV
- SMILES: CC(=O)/C(C)=C(\C)O
- Energy above the lowest of the compared OMol25 structures with the same formula, charge and spin: 10.9 kcal/mol
- M: 114.14 g mol⁻¹
- Energy: -10478.698 eV
- Total charge: 0

# 7
An isolated molecule of C6H10O2 at a distorted geometry, computed with ωB97M-V/def2-TZVPD.

Each line ends with the Mulliken charge.
CARTESIAN COORDINATES (ANGSTROEM)
C (-0.715, 1.455, 0.898)  -1.1611
C (-0.189, 0.532, -0.336)  0.6160
C (-1.640, 0.050, -0.912)  -0.6717
C (-1.441, -1.022, 0.299)  -1.2964
C (-0.048, -0.906, 0.078)  0.2736
O (1.086, -0.783, 0.788)  -0.5027
C (1.958, -0.092, -0.103)  -0.2242
O (1.059, 0.786, -0.870)  -0.4862
H (-1.243, 2.399, 0.420)  0.2997
H (0.120, 1.508, 1.454)  0.4919
H (-1.459, 0.865, 1.691)  0.1657
H (-1.534, -0.577, -1.848)  0.2508
H (-2.447, 0.546, -0.790)  0.4755
H (-1.801, -1.940, -0.047)  0.3835
H (-1.872, -1.045, 1.256)  0.4153
H (0.352, -1.425, -0.739)  0.4551
H (2.724, 0.550, 0.444)  0.2551
H (2.448, -1.007, -0.734)  0.2602

Values from the calculation:
- Frontier orbital gap: 10.366 eV
- SMILES: C[C@]12CC[C@@H]1OCO2
- Energy above the lowest of the compared OMol25 structures with the same formula, charge and spin: 138.2 kcal/mol
- M: 114.14 g mol⁻¹
- Energy: -10473.178 eV
- Total charge: 0

# 8
An isolated molecule of C6H10O2 at a distorted geometry, computed with ωB97M-V/def2-TZVPD.

Each line ends with the Mulliken charge.
CARTESIAN COORDINATES (ANGSTROEM)
C (-1.111, -1.815, -0.292)  -1.5157
C (-0.285, -0.718, 0.360)  0.0725
C (-1.161, 0.818, 0.334)  -0.1935
O (-0.897, 1.440, 1.594)  -0.5251
C (-0.426, 1.224, -0.865)  -0.5475
O (0.246, 0.291, -1.688)  -0.4701
C (0.720, -0.027, -0.402)  0.8192
C (2.106, 0.310, -0.002)  -1.3813
H (-0.531, -2.740, -0.365)  0.3917
H (-2.008, -2.019, 0.297)  0.3869
H (-1.427, -1.533, -1.298)  0.2953
H (0.006, -0.962, 1.383)  0.4084
H (-2.253, 0.808, 0.235)  0.3864
H (0.066, 1.533, 1.670)  0.3559
H (-0.515, 2.219, -1.274)  0.4514
H (2.252, 1.384, 0.130)  0.3636
H (2.831, -0.030, -0.752)  0.3569
H (2.386, -0.182, 0.935)  0.3451

Values from the calculation:
- Frontier orbital gap: 8.441 eV
- SMILES: C[C@@H]1[C@@H](O)[C@@H]2O[C@]12C
- Energy above the lowest of the compared OMol25 structures with the same formula, charge and spin: 100.6 kcal/mol
- M: 114.14 g mol⁻¹
- Energy: -10474.807 eV
- Total charge: 0

# 9
A 3-piece molecular cluster, C6H10O2 overall at a distorted geometry, computed with ωB97M-V/def2-TZVPD.

Each line ends with the Mulliken charge.
CARTESIAN COORDINATES (ANGSTROEM)
C (1.966, -0.199, 0.016)  -0.5195
C (1.599, 1.102, 0.377)  -0.2758
C (0.458, 1.366, 1.125)  -0.3444
C (-0.435, 0.360, 1.404)  -0.4405
C (-0.135, -0.949, 0.984)  -0.1753
C (1.127, -1.236, 0.480)  -0.4937
H (2.947, -0.305, -0.417)  0.4122
H (2.277, 1.864, -0.006)  0.3384
H (0.174, 2.414, 1.278)  0.2958
H (-1.351, 0.722, 1.822)  0.4097
H (-0.788, -1.777, 1.191)  0.4116
H (1.436, -2.254, 0.474)  0.3896
O (-2.363, 0.423, -0.181)  -0.6101
H (-2.869, -0.148, -0.771)  0.2878
H (-1.725, 0.736, -0.838)  0.3608
O (-1.063, -0.454, -2.277)  -0.6528
H (-1.134, -1.409, -2.390)  0.3167
H (-0.121, -0.255, -2.272)  0.2894

Values from the calculation:
- Frontier orbital gap: 9.613 eV
- SMILES: c1ccccc1.O.O
- Energy above the lowest of the compared OMol25 structures with the same formula, charge and spin: 18.1 kcal/mol
- M: 114.14 g mol⁻¹
- Energy: -10478.383 eV
- Total charge: 0

# 10
An isolated molecule of C6H10O2 at a distorted geometry, computed with ωB97M-V/def2-TZVPD.

Each line ends with the Mulliken charge.
CARTESIAN COORDINATES (ANGSTROEM)
C (-1.015, -0.400, -2.289)  -0.8590
C (-1.018, -0.075, -0.986)  0.7480
C (-1.926, -0.829, -0.086)  -0.1136
O (-2.151, -0.590, 1.074)  -0.4737
O (-0.291, 0.970, -0.531)  -0.4903
C (0.960, 0.807, 0.397)  0.4387
C (0.476, 1.058, 1.798)  -0.9615
C (1.608, -0.544, 0.184)  -1.3501
H (-1.645, -1.182, -2.676)  0.2603
H (-0.346, 0.090, -2.978)  0.2985
H (-2.474, -1.636, -0.615)  0.2491
H (1.593, 1.618, 0.029)  0.2738
H (0.960, 0.409, 2.526)  0.3170
H (-0.608, 0.831, 1.677)  0.2633
H (0.551, 2.107, 2.079)  0.2898
H (1.816, -0.705, -0.874)  0.3506
H (2.548, -0.584, 0.729)  0.4173
H (0.961, -1.342, 0.544)  0.3416

Values from the calculation:
- Frontier orbital gap: 9.980 eV
- SMILES: C=C(C=O)OC(C)C
- Energy above the lowest of the compared OMol25 structures with the same formula, charge and spin: 39.2 kcal/mol
- M: 114.14 g mol⁻¹
- Energy: -10477.468 eV
- Total charge: 0

# 11
An isolated molecule of C6H10O2 at a distorted geometry, computed with ωB97M-V/def2-TZVPD.

Each line ends with the Mulliken charge.
CARTESIAN COORDINATES (ANGSTROEM)
C (-0.464, 0.917, -1.916)  -0.8982
C (0.073, 0.504, -0.773)  0.0725
C (1.239, -0.267, -0.344)  0.1225
C (1.204, -1.770, -0.421)  -1.1623
O (0.939, 0.258, 1.170)  -0.5676
C (-0.296, 0.768, 0.768)  1.0390
C (-1.482, -0.048, 1.244)  -1.1925
O (-0.496, 2.132, 1.054)  -0.5007
H (-0.003, 0.693, -2.873)  0.2866
H (-1.327, 1.576, -1.906)  0.2794
H (2.220, 0.161, -0.557)  0.3480
H (1.451, -2.084, -1.442)  0.3352
H (1.944, -2.211, 0.252)  0.3226
H (0.223, -2.180, -0.172)  0.2804
H (-2.397, 0.240, 0.721)  0.2928
H (-1.320, -1.117, 1.094)  0.2734
H (-1.623, 0.120, 2.316)  0.3108
H (0.116, 2.308, 1.786)  0.3580

Values from the calculation:
- Frontier orbital gap: 10.596 eV
- SMILES: C=C1[C@H](C)O[C@@]1(C)O
- Energy above the lowest of the compared OMol25 structures with the same formula, charge and spin: 43.4 kcal/mol
- M: 114.14 g mol⁻¹
- Energy: -10477.288 eV
- Total charge: 0

# 12
An isolated molecule of C6H10O3 at a distorted geometry, computed with ωB97M-V/def2-TZVPD.

Each line ends with the Mulliken charge.
CARTESIAN COORDINATES (ANGSTROEM)
C (1.169, 1.455, 0.603)  -1.9755
C (0.490, 0.524, -0.404)  1.6206
O (1.583, -0.106, -1.084)  -0.5999
C (-0.331, 1.384, -1.389)  -0.1946
O (-0.784, 0.990, -2.455)  -0.4812
C (-0.423, -0.529, 0.230)  1.0003
C (-0.896, -1.666, -0.642)  -1.6995
C (-0.536, -0.726, 1.737)  -0.8604
O (-1.490, 0.051, 1.013)  -0.4951
H (0.449, 2.011, 1.211)  0.4055
H (1.807, 2.182, 0.087)  0.4120
H (1.831, 0.889, 1.269)  0.4126
H (1.464, -1.068, -1.068)  0.3919
H (-0.544, 2.415, -1.046)  0.3515
H (-1.980, -1.804, -0.571)  0.4204
H (-0.414, -2.599, -0.327)  0.3819
H (-0.652, -1.514, -1.697)  0.3618
H (-0.863, -1.688, 2.115)  0.3050
H (0.121, -0.201, 2.418)  0.2426

Values from the calculation:
- Frontier orbital gap: 10.340 eV
- SMILES: C[C@](O)(C=O)[C@@]1(C)CO1
- Energy above the lowest of the compared OMol25 structures with the same formula, charge and spin: 47.7 kcal/mol
- M: 130.14 g mol⁻¹
- Energy: -12524.706 eV
- Total charge: 0

# 13
A 2-piece molecular cluster, C6H10O3S overall at a distorted geometry, computed with ωB97M-V/def2-TZVPD.

Each line ends with the Mulliken charge.
CARTESIAN COORDINATES (ANGSTROEM)
C (-1.113, 0.697, -1.470)  0.7296
C (-0.929, -1.813, 1.187)  -0.4631
C (-1.340, -0.595, 2.057)  -0.6086
C (-0.635, -0.087, -0.302)  0.1922
C (-1.001, 2.235, -1.261)  -1.4412
C (1.937, 0.344, -1.547)  -0.9478
O (-1.565, 0.146, -2.404)  -0.5241
O (1.052, 0.400, 1.688)  -0.6405
O (-1.014, -1.382, -0.207)  -0.3159
S (-0.322, 0.721, 1.295)  0.4144
H (0.102, -2.101, 1.569)  0.2837
H (-1.614, -2.658, 1.212)  0.3732
H (-2.342, -0.107, 1.860)  0.3054
H (-1.177, -0.837, 3.115)  0.4078
H (-1.285, 2.803, -2.128)  0.3190
H (0.049, 2.497, -1.046)  0.3674
H (-1.546, 2.491, -0.436)  0.5009
H (1.879, 1.238, -2.067)  0.3275
H (1.775, -0.529, -2.068)  0.3343
H (1.824, 0.256, -0.536)  0.3858

Values from the calculation:
- Frontier orbital gap (spin up / spin down): 8.832 / 7.726 eV
- Energy above the lowest of the compared OMol25 structures with the same formula, charge and spin: 97.4 kcal/mol
- M: 162.21 g mol⁻¹
- Energy: -23356.449 eV
- Total charge: 0